{
  "formula": "C26H24AuBF4IOPS",
  "method": "ωB97M-V with the def2-TZVPD basis set",
  "charge": 2,
  "orbital_gap_ev": [4.9274, 4.9268],
  "e_homo_ev": [-14.55, -14.55],
  "lumo_ev": [-9.62, -9.62],
  "symbols": ["Au", "I", "C", "C", "C", "C", "C", "C", "C", "C", "C", "P", "C", "C", "C", "C", "C", "C", "C", "C", "C", "C", "C", "C", "C", "H", "H", "H", "H", "H", "H", "H", "H", "H", "H", "H", "H", "H", "H", "H", "H", "F", "B", "F", "F", "F", "O", "S", "C", "C", "C", "C", "H", "H", "H", "H", "H", "H", "H", "H"],
  "xyz": [[0.63, -0.21, -0.04], [1.70, -2.62, 0.21], [1.21, -3.06, -1.84], [2.31, -3.52, -2.56], [2.18, -3.90, -3.89], [0.95, -3.82, -4.48], [-0.18, -3.36, -3.78], [-1.42, -3.32, -4.45], [-2.54, -2.84, -3.84], [-2.46, -2.38, -2.53], [-1.27, -2.40, -1.81], [-1.43, -1.80, -0.08], [-2.68, -0.50, -0.08], [-3.57, -0.39, 0.99], [-4.47, 0.66, 1.02], [-4.47, 1.61, 0.00], [-3.58, 1.50, -1.06], [-2.66, 0.46, -1.09], [-2.15, -3.31, 0.66], [-1.43, -4.16, 1.48], [-2.07, -5.23, 2.08], [-3.42, -5.47, 1.83], [-4.14, -4.61, 1.02], [-3.51, -3.54, 0.41], [-0.08, -2.92, -2.41], [3.27, -3.60, -2.07], [3.05, -4.25, -4.43], [0.82, -4.13, -5.51], [-1.46, -3.69, -5.46], [-3.49, -2.81, -4.36], [-3.35, -1.98, -2.07], [-3.54, -1.11, 1.79], [-5.17, 0.74, 1.84], [-5.16, 2.44, 0.05], [-3.61, 2.22, -1.86], [-1.95, 0.40, -1.90], [-0.40, -3.96, 1.71], [-1.53, -5.85, 2.77], [-3.90, -6.34, 2.27], [-5.19, -4.78, 0.84], [-4.08, -2.88, -0.23], [-1.12, -1.34, 2.15], [-0.31, -0.67, 3.20], [0.08, -1.60, 4.07], [0.76, -0.13, 2.46], [-1.07, 0.34, 3.67], [0.16, 1.86, -0.36], [-0.65, 2.84, 0.46], [0.01, 4.52, 0.05], [0.80, 4.99, 1.25], [0.19, 4.32, 2.49], [0.05, 2.86, 2.15], [-0.87, 5.13, -0.13], [0.58, 4.43, -0.87], [0.75, 6.08, 1.33], [1.85, 4.71, 1.16], [-0.78, 4.75, 2.73], [0.84, 4.45, 3.35], [-0.60, 2.30, 2.82], [1.02, 2.35, 2.08]]
}